1.
The following is a quantum chemistry calculation of a structure of composition C3H7N2O2 in a non-equilibrium geometry, from the OMol25 dataset.

The geometry in XYZ format:
```
14
Properties=species:S:1:pos:R:3
O -2.019 -0.354 -0.700
C -1.539 0.287 0.327
N -2.020 1.198 1.042
C -0.028 -0.039 0.616
N 0.613 -0.668 -0.527
C 2.056 -0.138 -0.670
O 2.732 -0.196 0.443
H -2.742 1.752 0.585
H -1.437 0.510 -1.009
H 0.458 0.930 0.718
H -0.022 -0.559 1.578
H -0.087 -0.925 -1.189
H 2.527 -0.782 -1.458
H 1.870 0.890 -1.101
```

## Properties
Max |F|: 6.9 eV/A
Frontier orbital gap: 5.877 eV
LUMO energy: 3.43 eV
Charge: -1
Energy relative to the best compared isomer or geometry (same formula, charge and spin): 524.7 kJ/mol
Energy: -10296.1966 eV


2.
The following is a quantum chemistry calculation of the ion C6H13N with charge -1 in a non-equilibrium geometry, from the OMol25 dataset.

The geometry in XYZ format:
```
20
Properties=species:S:1:pos:R:3
C 0.168 0.742 -2.148
N -0.268 0.835 -0.670
C 0.025 -0.444 0.031
C 0.000 -0.284 1.512
C -0.336 -1.644 2.203
C 0.247 -2.222 3.241
C -0.192 2.082 -2.705
H -0.613 -0.164 -2.552
H 1.210 0.429 -2.324
H 0.218 1.627 -0.117
H -0.736 -1.173 -0.152
H 1.119 -0.881 -0.159
H 0.883 0.097 1.971
H -0.888 0.441 1.764
H -1.199 -1.904 1.692
H -0.090 -3.113 3.587
H 1.143 -1.735 3.666
H 0.375 2.155 -3.801
H -1.234 2.210 -2.876
H 0.169 2.944 -2.162
```

## Properties
Max |F|: 4.6 eV/A
Frontier orbital gap (alpha / beta): 2.335 / 9.363 eV
⟨S²⟩: 0.75
Spin multiplicity: 2
LUMO energy (alpha / beta): 3.83 / 3.97 eV
Charge: -1
Energy relative to the best compared isomer or geometry (same formula, charge and spin): 241.0 kJ/mol
Energy: -7918.8537 eV


3.
The following is a quantum chemistry calculation of the molecule C3H5NO2 in a non-equilibrium geometry, from the OMol25 dataset.

The geometry in XYZ format:
```
11
Properties=species:S:1:pos:R:3
C 0.632 -0.646 0.909
C 1.184 -0.545 -0.422
O 1.954 -1.235 -1.017
O 0.500 0.537 -1.128
C -0.738 0.969 -0.749
N -1.302 0.646 0.334
H 0.511 0.310 1.462
H -0.130 -1.167 0.082
H 0.805 -1.465 1.586
H -1.176 1.612 -1.516
H -2.238 0.984 0.459
```

## Properties
Max |F|: 3.3 eV/A
Frontier orbital gap: 10.450 eV
LUMO energy: 0.76 eV
SMILES string: [H]/N=C/OC(C)=O
Energy relative to the best compared isomer or geometry (same formula, charge and spin): 317.0 kJ/mol
Energy: -8774.4097 eV


4.
The following is a quantum chemistry calculation of a structure of composition C22H37N3O2PPdS in a non-equilibrium geometry, from the OMol25 dataset.

The geometry in XYZ format:
```
67
Properties=species:S:1:pos:R:3
Pd 0.068 -1.249 -1.392
C 0.883 -3.435 -1.552
C -0.463 -3.598 -2.061
C -0.575 -2.839 -3.210
C 0.688 -2.161 -3.431
C 1.589 -2.555 -2.416
H 1.305 -3.973 -0.714
H -1.224 -4.245 -1.653
H -1.433 -2.811 -3.863
H 0.948 -1.582 -4.305
H 2.646 -2.345 -2.390
C -3.746 0.547 -3.736
C -2.801 1.753 -3.742
C -1.451 1.083 -3.580
O -1.692 -0.010 -2.665
C -3.092 -0.389 -2.723
H -3.772 0.086 -4.724
H -4.762 0.807 -3.450
H -3.002 2.402 -2.887
H -2.870 2.344 -4.652
H -0.687 1.734 -3.151
H -1.088 0.686 -4.533
H -3.514 -0.270 -1.723
H -3.163 -1.440 -3.007
O -0.661 -1.886 0.740
P -0.088 -0.688 1.441
N 1.294 1.285 -0.107
C 1.973 1.311 -1.416
C 2.262 2.788 -1.672
C 2.474 3.336 -0.259
C 1.460 2.571 0.588
N -1.080 -0.198 2.657
C -0.740 0.883 3.608
C -2.021 1.708 3.716
C -3.119 0.662 3.500
C -2.525 -0.238 2.428
N 1.365 -0.864 2.186
C 1.441 -1.576 3.483
C 2.788 -2.291 3.419
C 3.639 -1.326 2.591
C 2.675 -0.860 1.503
H 1.340 0.863 -2.190
H 2.903 0.732 -1.365
H 1.405 3.273 -2.144
H 3.132 2.926 -2.310
H 2.309 4.410 -0.199
H 3.490 3.126 0.076
H 0.499 3.096 0.636
H 1.808 2.412 1.612
H 0.120 1.458 3.261
H -0.487 0.437 4.572
H -2.059 2.468 2.932
H -2.101 2.207 4.678
H -4.067 1.097 3.195
H -3.287 0.095 4.418
H -2.740 0.188 1.424
H -2.900 -1.261 2.410
H 0.596 -2.251 3.617
H 1.437 -0.857 4.306
H 2.686 -3.246 2.901
H 3.196 -2.478 4.409
H 4.536 -1.786 2.181
H 3.937 -0.475 3.206
H 2.676 -1.560 0.655
H 2.912 0.129 1.123
S -1.391 1.288 -0.283
C 0.118 0.551 0.032
```

## Properties
Max |F|: 2.8 eV/A
Frontier orbital gap (alpha / beta): 5.922 / 4.570 eV
⟨S²⟩: 0.88
Spin multiplicity: 2
LUMO energy (alpha / beta): -8.91 / -9.59 eV
Charge: +2
Energy relative to the best compared isomer or geometry (same formula, charge and spin): 90.8 kJ/mol
Energy: -55565.8556 eV


5.
The following is a quantum chemistry calculation of a structure of composition C13H19MnNO4P2, from the OMol25 dataset.

The geometry in XYZ format:
```
40
Properties=species:S:1:pos:R:3
Mn 0.896 0.100 -0.055
O 2.120 -1.541 3.355
C 1.841 -0.818 2.425
O 1.917 -1.102 1.151
C 1.382 0.617 2.674
C 1.443 1.331 3.857
C 1.081 2.675 3.823
C 0.700 3.281 2.630
C 0.665 2.495 1.491
N 0.965 1.210 1.565
C 0.406 2.930 0.060
O -0.056 4.033 -0.175
O 0.722 2.012 -0.798
H 1.781 0.843 4.760
H 1.124 3.262 4.732
H 0.452 4.331 2.565
C -2.639 0.612 0.646
P -1.389 0.155 -0.597
C -1.793 1.319 -1.944
C -1.948 -1.435 -1.335
C -0.890 -1.786 -2.398
P 0.777 -1.654 -1.616
C 1.919 -2.096 -2.967
C 0.793 -3.186 -0.621
H -3.626 0.707 0.191
H -2.357 1.572 1.082
H -2.674 -0.130 1.444
H -2.794 1.103 -2.323
H -1.064 1.242 -2.748
H -1.745 2.342 -1.572
H -2.945 -1.333 -1.768
H -1.991 -2.209 -0.566
H -0.952 -1.083 -3.230
H -1.024 -2.792 -2.800
H 1.694 -3.090 -3.357
H 2.940 -2.086 -2.587
H 1.852 -1.368 -3.776
H 0.451 -4.032 -1.220
H 0.162 -3.073 0.259
H 1.804 -3.359 -0.258
```

## Properties
Max |F|: 0.5 eV/A
Frontier orbital gap (alpha / beta): 8.599 / 8.221 eV
⟨S²⟩: 1.05
Spin multiplicity: 2
LUMO energy (alpha / beta): 0.06 / 0.10 eV
Energy: -73369.2166 eV


6.
The following is a quantum chemistry calculation of a cluster of 2 separate species, C6H18N3O2 in total in a non-equilibrium geometry, from the OMol25 dataset.

The geometry in XYZ format:
```
29
Properties=species:S:1:pos:R:3
C 1.065 1.396 1.940
C 0.683 -2.547 -1.085
C -0.585 -1.694 -0.816
C -1.021 1.998 -2.688
C -0.034 1.781 1.064
C -0.922 0.416 0.747
N 1.661 -2.313 -0.097
N -1.316 -0.418 1.821
N -0.122 -0.391 -0.259
O -0.412 0.983 -2.595
O 0.383 2.177 -0.242
H 1.518 0.428 1.686
H 1.879 2.067 1.949
H 0.678 1.369 2.989
H 0.192 -3.559 -1.182
H 1.167 -2.341 -1.998
H -1.200 -2.142 -0.075
H -1.254 -1.821 -1.705
H -1.328 2.627 -1.843
H -1.522 2.312 -3.621
H -0.628 2.546 1.522
H 1.613 -2.834 0.799
H 2.683 -2.184 -0.330
H -0.879 -0.179 2.690
H -2.427 -0.331 2.024
H 0.626 -0.804 0.400
H 0.216 0.135 -1.117
H -1.893 0.621 0.113
H 1.178 2.704 -0.094
```

## Properties
Max |F|: 4.1 eV/A
Frontier orbital gap: 10.778 eV
LUMO energy: -2.44 eV
Charge: +1
Energy relative to the best compared isomer or geometry (same formula, charge and spin): 0.0 kJ/mol
Energy: -15071.0670 eV